2 unconnected molecules or ions with the total composition C2H5I at a distorted geometry. Source: OMol25; level of theory: ωB97M-V/def2-TZVPD.

The value obtained for the HOMO-LUMO gap is 0.32550 Eh. The total energy comes out at -10251.9154 eV. The value obtained for the energy above the lowest of the compared OMol25 structures with the same formula, charge and spin is 320.6 kJ/mol. The HOMO energy is -8.990 eV.

XYZ file:
```
8
Properties=species:S:1:pos:R:3:forces:R:3
C 0.3705 -0.7432 -0.0182 2.136 -0.577 -2.497
C -0.1841 0.5610 0.0744 -2.323 4.661 -3.870
I -1.2629 1.0186 1.8784 0.440 -0.048 -0.921
H -0.2208 -1.6045 -0.1757 -1.018 -0.609 -0.060
H 1.1667 -0.6955 -0.8222 -0.904 -0.341 0.645
H 0.8947 -0.8367 0.8664 1.361 -0.817 2.099
H -1.2794 0.8986 -1.4565 1.796 -0.772 2.981
H 0.5153 1.4017 -0.3465 -1.488 -1.497 1.622
```
Forces are in eV/Å.

A molecular structure, C9H21ClN3O3Zr at a distorted geometry. Source: OMol25; level of theory: ωB97M-V/def2-TZVPD.

As for the total charge: +3. The value obtained for the HOMO-LUMO gap is 0.08326 Eh. The total energy comes out at -34060.5028 eV. The value obtained for the energy above the lowest of the compared OMol25 structures with the same formula, charge and spin is 0.0 kJ/mol. The HOMO energy is -16.116 eV.

XYZ file:
```
38
Properties=species:S:1:pos:R:3:forces:R:3
Zr -2.3062 -1.0052 1.0396 6.659 4.858 -0.295
Cl -0.2785 -1.0401 -0.4256 -2.979 -0.630 1.478
C -1.0966 -0.0206 4.9278 0.466 -0.077 -0.213
C -0.2925 -0.5396 3.7811 -0.053 -0.303 0.970
O -0.8573 -0.6117 2.6078 -2.438 -0.925 -2.187
N 0.9206 -0.9590 3.9347 0.069 0.062 -0.642
C 1.8485 -1.3111 2.8315 -0.190 0.193 0.602
H -0.5549 -0.0868 5.8690 -0.093 -0.281 0.041
H -2.0157 -0.6029 4.9409 -0.189 0.246 0.340
H -1.2789 1.0459 4.7855 -0.300 -0.052 -0.189
H 1.3007 -0.9944 4.8737 -0.069 0.238 0.060
H 2.7059 -1.7779 3.3036 0.074 -0.145 -0.228
H 2.1536 -0.3784 2.3620 0.077 -0.096 -0.172
H 1.3609 -1.9775 2.1284 0.068 -0.067 -0.031
C 2.2655 -0.2499 -2.9133 0.183 -0.139 -0.688
C 2.3861 -1.6686 -3.4467 0.400 0.621 -0.500
O 3.4307 -2.2736 -3.3858 -0.107 -0.423 0.350
N 1.3134 -2.1630 -4.1382 -0.548 -0.397 -0.176
C 1.4097 -3.4017 -4.8987 0.644 -0.282 0.695
H 2.2057 -0.2310 -1.8278 -0.271 0.060 0.026
H 1.4762 0.2756 -3.4518 -0.265 0.135 0.493
H 3.1922 0.2538 -3.1868 0.065 -0.069 0.100
H 0.5224 -1.5814 -4.3599 0.185 0.260 0.139
H 0.5233 -3.5630 -5.4987 0.000 0.153 -0.108
H 1.5366 -4.2374 -4.2006 -0.124 0.019 -0.076
H 2.3306 -3.4023 -5.4845 -0.182 0.075 -0.252
C -1.7624 3.1116 1.8075 -0.868 0.643 0.016
C -2.0014 2.3345 0.5544 1.564 0.787 0.874
O -2.2555 1.0704 0.6737 -1.666 -3.529 0.135
N -1.8338 2.9240 -0.5870 -0.448 -0.991 0.382
C -2.2569 2.3797 -1.8651 -1.238 0.340 -0.991
H -1.6760 4.1738 1.5772 0.331 -0.043 -0.004
H -0.9236 2.7890 2.4176 0.099 -0.244 -0.206
H -2.6770 3.0741 2.4092 0.067 -0.267 0.063
H -1.4540 3.8605 -0.5021 -0.254 0.175 -0.457
H -3.0168 3.0471 -2.2856 0.474 0.431 -0.054
H -2.8764 1.4904 -1.7694 0.598 -0.346 0.465
H -1.4685 2.2468 -2.5978 0.257 0.008 0.239
```
Forces are in eV/Å.

8 unconnected molecules or ions with the total composition C4H27N2O7 at a distorted geometry. Source: OMol25; level of theory: ωB97M-V/def2-TZVPD.

As for the total charge: +1. The value obtained for the HOMO-LUMO gap is 0.36340 Eh. The total energy comes out at -21891.8520 eV. The value obtained for the energy above the lowest of the compared OMol25 structures with the same formula, charge and spin is 298.7 kJ/mol. The HOMO energy is -12.566 eV.

XYZ file:
```
40
Properties=species:S:1:pos:R:3:forces:R:3
C 0.3396 -2.8181 1.1868 0.251 -3.159 -1.712
N 1.2914 -1.7526 1.1258 -1.164 1.628 4.423
C -0.3008 -2.9695 -0.2851 -2.251 0.705 3.159
N -0.3796 -1.6036 -0.9370 1.230 -1.821 -0.148
C -1.5779 -1.5571 -1.8104 -2.393 0.228 0.901
C -1.4495 -0.3392 -2.7330 -0.625 0.392 0.333
H 0.8267 -3.8928 1.1844 -0.757 1.822 1.083
H -0.4263 -2.7454 2.0115 0.936 0.196 -1.020
H 1.9785 -1.8799 0.4772 2.370 -0.491 -2.240
H 1.7879 -1.5487 2.0484 -1.117 -0.560 -1.681
H 0.2680 -3.7597 -0.8232 -0.657 1.113 -0.239
H -1.4229 -3.2443 -0.0726 2.249 -0.015 -0.843
H -0.3198 -0.7925 -0.2687 -0.763 -1.145 -0.256
H 0.5539 -1.4185 -1.3785 -0.953 0.111 -0.394
H -2.4952 -1.5773 -0.9831 2.394 0.365 -2.584
H -1.7570 -2.4631 -2.4560 0.858 0.561 1.014
H -0.9068 -0.6576 -3.6048 0.337 -0.248 -0.523
H -2.4727 -0.0676 -3.1267 1.218 0.305 0.720
H -0.7775 0.4566 -2.2820 -1.601 -0.579 -0.404
H -2.5301 4.6954 1.0893 0.184 -2.454 3.766
H -3.4168 3.8517 2.0969 -1.204 -0.198 0.266
O -2.5044 4.0788 2.0047 0.644 2.860 -4.096
H 2.3913 1.3402 1.3458 0.146 -0.457 0.472
H 2.2844 2.4001 0.3251 0.900 -1.012 -0.117
O 2.8071 1.5406 0.5051 -0.956 1.221 -0.092
H -0.9815 1.7712 2.9636 0.147 -0.201 1.150
H -1.6455 2.6723 1.9051 1.758 -1.191 0.243
O -0.8746 1.9882 2.0509 -1.549 1.193 -1.136
H 3.7008 0.0449 -0.0686 0.170 -0.294 -0.393
H 4.5759 -1.1806 -0.3588 1.534 -0.688 0.396
O 3.7820 -0.7642 -0.6142 -1.428 0.744 -0.045
H -3.2645 0.0044 0.5065 -0.397 -0.026 -0.044
H -1.9350 0.2374 1.2436 -0.478 0.208 -1.565
O -2.3279 0.0901 0.3306 0.844 0.285 1.995
H 0.5462 3.9478 -0.1134 -0.115 0.223 -0.378
H 0.5281 3.2866 1.2516 -1.076 -0.552 1.337
O 1.0718 3.4500 0.5057 0.974 0.590 -1.011
H 1.7817 0.6222 -0.6510 -0.173 -0.235 -0.720
H 1.9311 0.3029 -2.1412 1.693 0.184 -1.621
O 1.3200 0.2512 -1.4504 -1.182 0.393 2.007
```
Forces are in eV/Å.